Below is a structure of composition C23H33N3P2SV in a non-equilibrium geometry, with properties calculated with ωB97M-V with the def2-TZVPD basis set.

Output
Orbital gap (spin up / spin down) ... 6.69 / 5.42 eV
Electronic energy ... -83937.7079 eV
E_LUMO (spin up / spin down) ... -6.213 / -6.268 eV
Largest force on an atom ... 5.23 eV/Å
Relative energy (zero: lowest compared OMol25 entry of this formula, charge and spin) ... 602.8 kJ/mol

ORCA input file:
```
! RIJCOSX wB97M-V def2-TZVPD def2/J DEFGRID3
* xyz 2 2
C -1.790 2.485 -3.478
C -1.573 1.260 -2.895
C -0.183 0.805 -2.817
C 0.805 1.823 -2.674
C 0.465 3.174 -2.958
C -0.760 3.448 -3.523
C 2.105 1.417 -2.365
C 2.455 0.073 -2.578
C 1.406 -0.862 -2.780
C 1.716 -2.271 -2.620
C 3.002 -2.659 -2.942
C 4.035 -1.698 -2.950
C 3.799 -0.396 -2.598
H -2.785 2.756 -3.868
H 1.240 3.920 -2.881
H -0.927 4.383 -3.996
H 2.778 2.068 -1.783
H 3.236 -3.698 -3.149
H 5.036 -1.986 -3.238
H 4.586 0.350 -2.488
N 0.240 -0.409 -3.314
V 0.126 0.213 -0.068
C -2.698 0.462 -2.251
H -2.743 -0.575 -2.648
H -3.704 0.940 -2.348
C 0.678 -3.247 -2.099
H -0.290 -3.126 -2.618
H 0.993 -4.310 -2.154
P -2.249 0.356 -0.464
P 0.396 -2.818 -0.329
C 1.544 -3.846 0.604
H 1.412 -3.642 1.671
H 1.344 -4.911 0.414
H 2.578 -3.620 0.328
C -1.256 -3.338 0.125
H -1.286 -4.434 0.205
H -1.542 -2.911 1.093
H -1.992 -3.022 -0.623
C -2.497 2.056 0.154
H -3.562 2.307 0.069
H -2.190 2.129 1.207
H -1.905 2.773 -0.427
C -3.650 -0.515 0.296
H -3.454 -0.649 1.370
H -4.559 0.091 0.158
H -3.776 -1.500 -0.177
H 0.574 0.284 1.480
H 0.998 -1.449 -0.116
S -0.373 -0.491 2.127
C 0.005 0.766 3.346
N -1.030 1.304 3.966
C -0.889 1.887 5.298
C 0.497 2.475 5.399
C 1.594 1.498 5.035
N 1.264 0.950 3.734
H -1.934 0.965 3.636
H -1.059 1.099 6.044
H -1.670 2.643 5.378
H 0.657 2.820 6.419
H 0.565 3.352 4.740
H 1.664 0.677 5.767
H 2.569 1.980 4.933
H 1.960 0.395 3.221
*
```

Below is a cluster of 2 separate species, C11H19N3S in total in a non-equilibrium geometry, with properties calculated with ωB97M-V with the def2-TZVPD basis set.

Output
Orbital gap ... 6.03 eV
Electronic energy ... -27014.5653 eV
E_LUMO ... -1.405 eV
Largest force on an atom ... 4.06 eV/Å
Relative energy (zero: lowest compared OMol25 entry of this formula, charge and spin) ... 626.9 kJ/mol

ORCA input file:
```
! RIJCOSX wB97M-V def2-TZVPD def2/J DEFGRID3
* xyz 0 1
C -1.222 0.445 -1.889
C 0.086 -0.156 -1.467
C -0.423 1.707 1.490
C -1.341 -0.661 0.985
C 4.795 -1.500 0.655
C -1.682 1.185 -0.686
C -0.129 0.196 1.219
C -0.442 1.863 -0.091
C -2.413 0.247 0.343
C 0.445 0.674 -0.153
C -3.463 -0.623 -0.349
N 2.567 -2.328 0.272
N 1.884 0.836 -0.103
N 3.495 -1.471 0.416
S 2.608 2.081 -0.739
H -1.007 1.174 -2.686
H -1.849 -0.150 -2.434
H 0.073 -1.219 -1.081
H 1.001 -0.115 -2.211
H -1.253 1.885 2.101
H 0.493 2.375 1.873
H -1.105 -1.521 0.399
H -1.739 -1.186 1.937
H 5.292 -2.524 0.852
H 5.403 -0.623 0.495
H -2.369 2.070 -1.046
H 0.691 -0.118 1.986
H -0.180 2.730 -0.640
H -2.826 0.898 1.104
H -3.915 0.039 -0.953
H -4.195 -1.101 0.379
H -3.086 -1.416 -1.053
H 3.021 -0.500 0.394
H 2.785 -3.192 0.682
*
```

Below is a structure of composition C29H50FI2N7O3P in a non-equilibrium geometry, with properties calculated with ωB97M-V with the def2-TZVPD basis set.

Output
Orbital gap ... 7.27 eV
Electronic energy ... -75663.2953 eV
E_LUMO ... 1.944 eV
Largest force on an atom ... 3.00 eV/Å

ORCA input file:
```
! RIJCOSX wB97M-V def2-TZVPD def2/J DEFGRID3
* xyz -1 1
C -1.891 2.568 4.085
C -2.457 3.938 3.708
C -2.009 4.468 2.346
C -2.448 3.631 1.098
C -3.736 2.831 1.312
C -1.358 2.765 0.511
C -0.207 3.482 -0.267
O 0.979 2.868 0.122
P 0.761 1.312 0.904
C 2.521 0.851 0.261
C 2.646 -0.621 -0.176
C 4.120 -1.065 -0.063
F 4.247 -2.002 0.957
O 0.174 0.734 -0.658
C -0.779 -0.286 -0.615
C -0.799 -0.969 -2.006
C 1.567 2.133 2.489
I 1.927 4.244 2.620
C 1.930 1.393 3.508
C 1.797 -0.098 3.582
I 2.855 2.180 5.297
O -0.850 1.755 1.322
H -0.850 2.478 3.799
H -2.467 1.746 3.681
H -1.914 2.488 5.172
H -2.068 4.642 4.447
H -3.534 3.972 3.829
H -2.398 5.481 2.226
H -0.925 4.533 2.313
H -2.690 4.358 0.334
H -3.539 1.829 1.677
H -4.462 3.350 1.927
H -4.204 2.703 0.334
H -1.894 2.230 -0.299
H -0.224 4.506 0.131
H -0.265 3.441 -1.350
H 0.528 0.085 1.558
H 3.267 1.136 1.003
H 2.668 1.493 -0.595
H 2.036 -1.263 0.454
H 2.377 -0.688 -1.223
H 4.484 -1.453 -1.014
H 4.733 -0.210 0.192
H -1.786 0.110 -0.446
H -0.564 -1.064 0.118
H -0.044 -0.542 -2.656
H -0.511 -2.012 -1.878
H -1.789 -0.996 -2.455
H 2.170 -0.561 2.679
H 2.343 -0.514 4.423
H 0.759 -0.395 3.668
C -0.569 6.245 -3.482
C -1.614 5.676 -2.635
N -2.421 5.237 -1.959
H 0.408 5.934 -3.115
H -0.694 5.898 -4.505
H -0.629 7.331 -3.461
C -1.412 -2.945 -5.947
C -1.824 -3.502 -4.661
N -2.143 -3.942 -3.661
H -0.542 -2.307 -5.811
H -1.156 -3.750 -6.630
H -2.223 -2.355 -6.373
C -5.222 -4.059 -2.107
C -5.966 -3.106 -1.284
N -6.547 -2.360 -0.644
H -4.413 -3.552 -2.627
H -4.803 -4.842 -1.479
H -5.890 -4.508 -2.840
C 4.098 -3.169 3.912
C 3.256 -3.978 4.792
N 2.600 -4.608 5.482
H 4.544 -2.352 4.478
H 4.889 -3.782 3.491
H 3.502 -2.751 3.105
C 7.911 -2.777 5.782
C 7.462 -3.794 4.834
N 7.115 -4.585 4.096
H 7.840 -1.791 5.326
H 7.287 -2.803 6.673
H 8.945 -2.968 6.063
C -3.753 1.207 -3.245
C -3.889 0.255 -4.349
N -3.980 -0.491 -5.210
H -2.828 1.770 -3.353
H -4.595 1.896 -3.246
H -3.732 0.671 -2.297
C 0.235 -6.758 -5.781
C 0.900 -5.523 -6.191
N 1.423 -4.556 -6.499
H -0.831 -6.690 -5.991
H 0.655 -7.600 -6.327
H 0.377 -6.914 -4.714
*
```